The following is a quantum chemistry calculation of a structure of composition C25H30F5N6PS3Ti, from OMol25.

Cartesian coordinates (Å):
Ti: 0.18661 0.04694 -0.35346
S: 1.94051 -0.54360 1.07618
C: 2.53777 -1.20099 -0.43643
S: 1.61834 -0.88799 -1.91651
C: 3.70955 -1.88993 -0.50378
C: 4.20609 -2.37781 -1.75367
N: 4.60788 -2.76750 -2.75798
C: 4.50230 -2.12498 0.66097
N: 5.14104 -2.31432 1.59778
F: -5.13688 2.43585 2.34865
C: -4.38604 1.58088 1.65983
C: -3.11073 1.26271 2.10459
F: -2.62982 1.82218 3.21189
C: -2.35309 0.38148 1.36436
F: -1.08712 0.11693 1.77962
C: -2.79297 -0.20063 0.18444
S: -1.73496 -1.28179 -0.74181
C: -4.07189 0.13787 -0.23282
F: -4.56582 -0.36167 -1.36667
C: -4.86540 1.01694 0.48978
F: -6.08338 1.33200 0.05503
N: -0.23126 1.75968 -0.44460
P: -0.10952 2.86557 -1.59459
N: 1.47288 3.11317 -1.97556
C: 1.89269 3.90729 -3.13687
C: 3.12042 3.24745 -3.78149
C: 3.92125 2.46696 -2.73534
C: 3.87208 3.20234 -1.40240
C: 2.43391 3.22544 -0.86168
N: -0.82265 2.45721 -3.01994
C: -2.27759 2.22050 -2.95375
C: -2.84224 2.07644 -4.35658
C: -2.25779 0.83863 -5.06065
C: -0.93549 0.41874 -4.41393
C: -0.11561 1.64095 -4.03605
N: -0.89510 4.19272 -1.02269
C: -1.06668 5.39803 -1.82711
C: -2.53832 5.77436 -1.95629
C: -3.20820 5.86973 -0.58893
C: -2.97404 4.59882 0.22088
C: -1.48703 4.29278 0.31136
H: 2.12228 4.92845 -2.80865
H: 1.07334 3.98430 -3.85104
H: 3.74135 4.02606 -4.23102
H: 2.80982 2.58592 -4.59207
H: 4.95018 2.33099 -3.06882
H: 3.49758 1.46787 -2.60764
H: 4.25309 4.21934 -1.52810
H: 4.51331 2.72053 -0.66353
H: 2.24391 4.14435 -0.29177
H: 2.27754 2.38208 -0.19020
H: -2.73913 3.05867 -2.42922
H: -2.48862 1.31628 -2.36939
H: -2.61553 2.98772 -4.91587
H: -3.92965 2.01274 -4.29497
H: -2.09345 1.05874 -6.11772
H: -2.96517 0.00916 -5.02504
H: -0.35104 -0.20606 -5.09156
H: -1.12338 -0.18598 -3.52211
H: 0.06066 2.25296 -4.92923
H: 0.86123 1.35572 -3.64673
H: -0.62710 5.24182 -2.81224
H: -0.51576 6.22013 -1.34990
H: -3.04965 5.02603 -2.57167
H: -2.61531 6.72367 -2.49069
H: -4.27416 6.07253 -0.70194
H: -2.78633 6.71918 -0.04003
H: -3.48538 3.74994 -0.24672
H: -3.38367 4.70063 1.22892
H: -1.29757 3.36638 0.84871
H: -0.97659 5.09856 0.85617

Summary:
Frontier orbital gap in eV: 8.0
Highest occupied orbital energy in eV: -8.83
Total energy in eV: -113852.9071

Löwdin population analysis, charges in e, atoms 1 to 4: 0.3132 0.6440 -1.0330 0.6312

The following is a quantum chemistry calculation of a cluster of 2 separate species, C4H13NO2 in total at a distorted geometry, from OMol25.

Cartesian coordinates (Å):
C: 1.35153 -0.47001 -0.36933
C: 0.71877 0.88322 -0.04893
C: 1.64370 1.66892 0.84696
O: 0.50976 1.66653 -1.19829
C: 0.43903 -1.51144 -0.98566
N: -0.61117 -1.92151 -0.10243
H: 1.85987 -0.84206 0.51249
H: 2.16973 -0.30934 -1.07900
H: -0.20629 0.74055 0.54269
H: 2.59313 1.88968 0.36398
H: 1.19271 2.61374 1.16263
H: 1.83522 1.13179 1.78657
H: 0.04533 1.13422 -1.86202
H: 1.01491 -2.45928 -1.04780
H: 0.02169 -1.22294 -1.95805
H: -1.02819 -1.33033 0.62057
H: -1.31465 -2.47921 -0.59679
H: -2.44706 0.00869 1.30404
H: -3.96333 -0.04421 1.07713
O: -3.26760 -0.33135 1.68082

Summary:
<S²>: 0.75
Total charge: +1
Frontier orbital gap (spin up / spin down) in eV: 10.9 / 5.7
Highest occupied orbital energy (spin up / spin down) in eV: -14.68 / -14.65
Energy above the lowest of the compared OMol25 structures with the same formula, charge and spin in kcal per mole: 40.13
Multiplicity: 2
Total energy in eV: -9934.4153

Löwdin population analysis, charges in e, atoms 1 to 4: -0.1365 -0.4666 -0.0365 0.0070

| no. | molar mass (g/mol) |
| --- | --- |
| 1 | 684.59 |
| 2 | 107.15 |